47
Properties=species:S:1:pos:R:3:forces:R:3:lowdin_charge:R:1 method="wB97M-V/def2-TZVPD" homo_lumo_gap_ev=8.6 e_above_lowest_kcal_mol=0.4 smiles="COP(=S)(OC)Oc1ccc(Sc2ccc(OP(=S)(OC)OC)cc2)cc1" homo_ev=-7.99 e_tot_ha=-2950.5835
S 3.17442 -2.16538 0.02358 0.9 0.5 0.0 0.362
S -5.06779 -1.04730 -1.88714 0.2 0.0 1.0 0.360
S 0.06777 3.80695 -0.36932 -0.1 0.1 0.0 1.000
P -4.83083 -1.18117 0.04341 -0.5 -0.4 -0.3 0.193
P 4.84275 -1.15511 0.02240 -0.1 -0.7 -0.2 0.203
O 5.56777 -0.96515 -1.38322 -0.3 0.3 0.7 -0.272
O 6.02803 -1.75738 0.90745 -0.3 0.4 -0.6 -0.273
O 4.79518 0.35566 0.53325 0.0 -0.2 0.1 -0.145
O -3.76217 -2.23252 0.58379 -0.3 0.8 -0.1 -0.274
O -4.41042 0.13736 0.84624 -0.2 -0.2 -0.1 -0.135
O -6.12932 -1.60538 0.86901 0.8 0.0 -0.2 -0.274
C -7.41187 -1.11156 0.51248 -0.5 0.1 -0.2 -0.124
C 1.44405 1.78212 0.90090 0.2 0.0 0.0 -0.081
C 1.46306 2.74586 -0.09840 -0.1 0.2 0.0 -0.532
C 3.70802 2.12023 -0.67526 0.3 -0.3 0.2 0.001
C 2.60082 2.92287 -0.87638 -0.2 0.0 0.1 -0.093
C -3.37194 2.24766 1.04051 -0.2 -0.3 -0.1 0.003
C -1.27625 1.41355 -0.57824 -0.2 0.1 0.1 -0.081
C 3.67657 1.14961 0.31349 -0.5 0.3 -0.1 -0.320
C -3.36063 0.96304 0.51090 0.3 0.5 -0.1 -0.290
C -3.61811 -3.49733 -0.04842 0.1 -0.4 -0.3 -0.114
C -2.32284 3.10710 0.77560 0.1 -0.1 -0.1 -0.091
C 2.54871 0.97845 1.10156 0.2 0.0 0.1 -0.034
C -1.26953 2.68634 -0.02445 0.3 0.2 -0.2 -0.543
C 5.75111 -2.30907 2.18614 -0.1 -0.3 0.4 -0.123
C 5.70151 -2.07322 -2.26278 0.0 -0.4 -0.3 -0.119
C -2.31695 0.54882 -0.30169 0.0 -0.2 0.0 -0.023
H 5.87551 -1.66354 -3.25643 0.0 -0.1 0.1 0.091
H -7.59184 -0.14781 0.99103 0.0 0.0 0.0 0.091
H -2.31609 4.10354 1.18918 0.0 0.1 0.1 0.105
H -2.32531 -0.44533 -0.72069 0.1 0.0 -0.1 0.093
H -7.48752 -0.99892 -0.57233 -0.1 0.0 0.1 0.045
H 2.54032 0.21493 1.86383 0.0 0.0 0.1 0.108
H -8.13904 -1.84232 0.86408 0.0 0.1 0.0 0.090
H 6.56417 -2.99618 2.41441 -0.1 0.1 0.0 0.090
H -3.77615 -3.40432 -1.12660 0.1 0.0 0.1 0.051
H 0.56672 1.65092 1.51576 0.0 0.0 0.0 0.116
H -0.46507 1.09150 -1.21263 0.1 0.0 -0.1 0.121
H -2.60226 -3.83441 0.15335 -0.1 0.0 0.0 0.092
H 2.60826 3.68185 -1.64355 0.0 0.0 -0.1 0.105
H 5.70848 -1.52000 2.93822 0.0 0.0 0.0 0.091
H -4.33700 -4.20678 0.36207 0.0 0.0 0.0 0.091
H 4.79903 -2.84705 2.16900 0.1 0.0 0.0 0.048
H 6.54557 -2.69464 -1.96104 0.0 0.0 0.0 0.090
H -4.19617 2.55430 1.66432 -0.1 0.0 0.1 0.121
H 4.59374 2.22943 -1.28140 0.1 0.0 -0.1 0.124
H 4.78897 -2.67518 -2.26056 0.1 0.1 -0.1 0.054

31
Properties=species:S:1:pos:R:3:forces:R:3:lowdin_charge:R:1 method="wB97M-V/def2-TZVPD" homo_lumo_gap_ev="6.3 / 6.3" e_above_lowest_kcal_mol=189.5 smiles="CO[C@@H]1[N+]([O-])=C(C)[C@H](C)[N+](=O)C1(C)C" homo_ev="-12.53 / -12.53" e_tot_ha=-687.8245 total_charge=+1
O 1.02457 2.46694 0.55315 -0.3 1.2 0.7 0.003
O -1.13650 1.03650 -0.94684 1.5 -1.6 -2.4 -0.106
O -0.97881 -1.44530 -1.24191 1.7 0.0 1.2 0.184
N -0.28002 -1.22904 -0.25437 -1.6 -0.8 -1.4 -0.086
N 0.75482 1.26222 0.34462 0.9 -0.9 -0.9 -0.193
C 3.08651 0.70690 0.15837 -3.6 0.4 2.2 0.057
C -2.19105 1.87118 -1.47336 -1.8 -2.7 1.4 0.037
C -2.45981 -0.85083 0.80370 1.5 -0.3 0.5 0.033
C 1.62684 0.35150 0.01882 -0.7 -1.0 0.4 -0.124
C 1.58411 -1.47459 -1.81088 1.3 3.6 0.6 0.022
C -0.33250 -0.83643 2.26572 -0.3 2.5 -3.3 0.060
C 1.13134 -1.09233 -0.38255 4.4 1.5 -0.1 -0.164
C -0.89057 -0.69320 0.86271 -3.1 2.5 1.4 -0.315
C -0.65507 0.95497 0.30734 -3.0 0.5 -0.9 -0.156
H -2.63472 -1.83970 1.30635 -0.3 0.5 -1.2 0.122
H -1.79587 2.74486 -1.79133 1.4 2.8 -1.1 0.062
H 3.69086 0.17926 0.82441 0.4 -1.6 1.5 0.087
H 2.97596 1.67357 0.60203 0.8 1.1 -0.5 0.092
H 1.49356 -2.46732 -1.88442 -1.0 -3.8 -0.8 0.046
H -3.02299 -0.12905 1.44492 0.9 -0.2 -0.7 0.117
H 3.52739 0.57633 -0.72064 2.1 0.5 -4.0 0.048
H 0.99584 -0.87459 -2.48185 -0.4 -0.3 -0.6 0.096
H 0.52973 -0.27384 2.28938 2.1 1.6 0.4 0.072
H -2.75980 2.04005 -0.56959 -1.1 0.4 -0.3 0.096
H 2.64490 -1.30310 -2.14049 -0.8 0.3 1.2 0.127
H -1.00764 -0.38996 2.91253 -1.3 0.1 1.5 0.099
H 0.02165 -1.75188 2.40032 0.6 -4.4 1.3 0.067
H -2.60712 -0.71449 -0.28237 -1.3 -0.6 1.0 0.084
H 1.76898 -1.58561 0.38878 -1.3 -0.9 -0.4 0.189
H -1.30892 1.68047 0.83622 1.1 -0.7 1.2 0.195
H -2.79570 1.40652 -2.33874 1.2 0.1 1.7 0.150

9
Properties=species:S:1:pos:R:3:forces:R:3:lowdin_charge:R:1 method="wB97M-V/def2-TZVPD" homo_lumo_gap_ev=10.0 e_above_lowest_kcal_mol=45.7 smiles="C=NNC=O" homo_ev=-9.50 e_tot_ha=-263.2904
O -0.06165 0.28914 2.66092 0.2 -0.1 -2.1 0.021
N -0.43434 0.64973 0.40592 -2.3 3.9 2.7 -0.042
N -0.55307 0.33845 -0.83683 1.0 -2.6 -5.4 -0.071
C 0.25704 -0.37247 -1.55722 -0.1 0.1 1.9 -0.023
C 0.10930 0.01456 1.47268 -0.3 0.1 1.9 -0.307
H 1.19901 -0.85555 -1.24322 -0.4 0.4 0.4 0.068
H -1.17612 1.40489 0.51887 1.6 -1.4 1.1 0.189
H -0.02362 -0.64826 -2.55212 -0.4 0.4 -0.5 0.048
H 0.68345 -0.82047 1.13099 0.7 -0.9 0.0 0.115